Molecular formula: C62H92N10O15
Method: DFT, ωB97M-V/def2-TZVPD

Results
Gap between HOMO and LUMO: 7.88 eV
LUMO level: -1.0 eV
Energy: -4093.23955 Ha
Energy above the lowest of the compared OMol25 structures with the same formula, charge and spin: 0.1073 eV
Highest occupied orbital energy: -8.859 eV
Structure (SMILES): O=[N+]([O-])c1ccccc1.O=[N+]([O-])c1ccccc1.O=[N+]([O-])c1ccccc1.O=[N+]([O-])c1ccccc1.O=[N+]([O-])c1ccccc1.COC[C@H](C)N.COC[C@H](C)N.COC[C@H](C)N.COC[C@H](C)N.COC[C@H](C)N.c1ccccc1.c1ccccc1

Last column: Löwdin charge in e.
Geometry (Å):
H: 4.2004 -3.0584 -0.2946  0.123
H: -4.5329 -5.6717 -2.2169  0.110
H: -0.1614 -0.2619 -0.8931  0.113
C: 2.7284 1.8980 2.5295  -0.076
H: 1.1823 -0.5069 -3.6737  0.109
H: 0.8174 -0.3571 0.6021  0.116
H: -1.7500 0.1185 4.2423  0.071
C: -3.0087 4.2929 2.1049  -0.058
H: 5.4329 4.4868 -0.0315  0.117
H: -0.3357 -4.1517 -1.9852  0.104
C: -2.5178 1.7419 -2.6390  -0.108
C: -0.7091 -1.2061 -4.4835  -0.058
O: 1.7551 -3.3310 -1.0947  0.071
H: -3.3853 -3.8912 -0.6268  0.106
H: -1.4588 -0.2466 1.8775  0.114
H: -6.5335 2.5161 2.3171  0.120
O: -0.0163 -8.0137 0.7255  0.105
H: 6.1928 -4.1166 0.8815  0.129
C: 3.4326 3.0762 2.3196  -0.100
H: 1.8704 2.2268 -4.8959  0.086
C: -6.0223 -4.8393 2.1683  -0.439
H: -3.3504 4.5327 -4.3312  0.063
O: 0.2072 2.8809 -5.9222  -0.185
C: -0.9295 0.7478 4.6017  -0.081
H: 7.7646 -0.7224 1.3685  0.072
H: 3.9382 -5.1476 0.6463  0.073
C: 0.5040 -2.3239 -2.7684  -0.145
H: -5.8207 1.2368 -3.0454  0.104
C: -2.5618 2.9978 -2.0099  -0.099
H: 5.2143 4.2220 2.8884  0.104
C: -3.6196 -5.8102 -1.6505  -0.076
H: 5.0049 0.4990 -3.3472  0.110
H: 7.5625 4.8647 -4.5069  0.109
H: -7.9881 -5.1255 2.5415  0.071
H: 2.9981 3.9099 1.7779  0.099
H: -6.3417 -0.1363 5.7008  0.123
C: -5.8400 -8.0911 3.8383  -0.127
C: -5.0067 -3.6867 2.0673  -0.059
O: -0.1416 1.4620 0.2577  -0.173
H: 1.8867 1.7047 1.8737  0.075
H: -4.4831 -6.0509 3.1147  0.125
O: 6.3528 -1.9950 0.7399  -0.183
C: 5.1634 2.2947 3.7513  -0.101
O: 3.3586 3.2101 -3.0130  0.064
H: 8.8335 5.4285 -2.4843  0.110
H: -2.8017 0.5896 0.0994  0.058
H: 4.2039 0.3799 -0.9741  0.097
C: -4.9649 2.8770 -1.9328  -0.087
C: -0.0973 0.0560 0.1564  -0.206
C: 5.2229 0.6681 -1.1997  -0.058
H: -2.3333 -3.9943 -3.4480  0.101
H: -2.4827 -2.2183 -5.0944  0.112
H: -0.8424 5.1229 3.4134  0.071
H: -0.8809 -0.4005 -5.1829  0.100
H: 0.7504 3.1437 -0.4307  0.090
C: -3.0077 -7.0339 -1.9521  -0.063
H: -3.4449 -7.7137 -2.6694  0.111
H: 2.5688 -1.7712 0.9992  0.045
N: 8.2023 2.0812 0.5795  -0.358
O: 2.2798 -1.3437 -1.6556  0.071
H: -4.7484 -3.3405 3.0707  0.067
C: -4.5538 -0.1584 2.9270  -0.097
H: -1.0115 4.4800 -3.7915  0.111
H: 6.1357 2.3485 4.2299  0.104
H: 0.5684 5.0241 -5.4789  0.059
C: -1.0415 -2.0973 0.8486  -0.058
H: 3.2261 -2.1401 2.5405  0.079
C: 0.4139 -1.2657 -3.6456  -0.002
H: -2.3215 -0.5998 -0.8517  0.061
C: 7.5750 -1.7934 1.4372  -0.093
C: -6.5912 1.2249 4.0178  -0.137
O: 7.7247 2.4353 1.6316  0.079
H: -1.8767 -2.6303 1.3056  0.066
H: 8.4113 -2.3599 1.0191  0.089
C: 7.1002 4.7812 -3.5336  -0.065
H: -4.7503 -8.1555 3.9275  0.086
C: 5.7277 -3.1815 1.2087  -0.207
C: -1.6146 -2.2591 -4.4449  -0.072
C: 3.5152 -2.0058 1.4961  -0.067
N: -7.8011 1.8559 4.5678  -0.355
C: -1.2692 -0.5935 0.8599  -0.394
N: -2.5345 -0.3935 0.1236  0.067
C: -6.0801 1.6727 2.8174  0.007
H: -2.8547 6.1513 -4.7424  0.082
O: 3.2906 3.8314 -0.9576  0.079
C: -3.7136 1.0616 -2.9049  -0.090
O: -8.4418 2.5337 3.7802  0.066
H: -4.6346 -1.4907 4.6429  0.106
C: -5.9848 0.1853 4.7279  -0.005
C: -4.9253 1.6872 -2.6331  -0.089
C: -3.7809 3.5793 -1.7191  -0.100
N: -0.3037 5.5483 -5.3962  0.037
H: -6.0543 -5.1870 1.1245  0.133
H: -3.8067 3.6297 1.7625  0.054
H: 0.4316 2.6629 -3.9395  0.077
C: 5.9191 4.6163 -0.9897  -0.011
H: 7.7398 5.4818 -0.2880  0.114
C: 3.3030 0.8688 3.2840  -0.103
H: 5.5887 1.1566 0.8039  0.117
O: -8.1190 1.6736 5.7202  0.087
C: -2.4593 3.8929 3.4707  -0.432
H: 2.7539 -0.0575 3.3850  0.087
C: -1.1282 3.2529 -5.6558  -0.202
O: 0.8630 -6.0830 0.3499  0.091
H: 1.8719 1.7988 -0.2652  0.067
H: -0.8790 2.6726 2.6429  0.123
H: -0.5784 0.4830 5.5925  0.092
C: 5.2440 4.2009 -2.1320  -0.143
C: 7.8069 1.5112 -1.7700  -0.004
H: -0.1860 -2.3424 1.4959  0.092
H: -0.4713 5.6816 -6.3963  0.075
N: 3.5394 -4.3548 1.1450  0.038
C: -5.0107 -0.5968 4.1711  -0.057
C: -2.6778 5.1053 -4.9843  -0.066
C: -3.0041 -4.8839 -0.8234  -0.078
C: -5.0337 0.9441 2.2576  -0.074
C: -1.7096 2.5621 3.3530  -0.240
H: -1.5460 1.3102 -2.8474  0.083
N: -7.3605 -4.3310 2.4640  0.041
H: -0.1180 0.6638 3.8702  0.076
H: -4.5939 1.1631 1.2953  0.090
H: 4.0859 -1.0721 1.4857  0.060
N: 3.8524 3.6874 -2.0133  -0.328
H: -2.4474 1.9257 2.8355  0.103
H: -5.3240 -2.8491 1.4499  0.080
H: -0.7657 -2.5806 -0.0919  0.057
C: 6.0277 1.1788 -0.1862  0.000
H: 0.3811 1.1524 -4.7243  0.044
H: -4.0992 -4.1150 1.6326  0.048
H: -6.1924 -7.8627 4.8516  0.088
N: 1.6298 -2.3544 -1.8035  -0.315
C: 7.3129 1.6043 -0.4738  -0.167
H: -1.6723 3.4565 -6.5786  0.123
C: 5.7757 4.3327 -3.3924  -0.001
C: -1.7610 -7.3263 -1.4445  -0.005
H: 5.1996 4.1290 -4.2824  0.119
H: -3.8284 4.5849 -1.3201  0.109
H: 8.8304 1.7667 -1.9941  0.118
O: -6.2443 -7.1194 2.9100  -0.182
H: 5.7139 -3.1855 2.3053  0.125
C: -1.8297 -5.2760 -0.1569  -0.024
C: -5.5684 -5.8854 3.1377  -0.211
C: 0.7883 2.1629 -4.8580  -0.092
O: -1.3757 2.0986 4.6261  -0.166
N: -0.0355 -6.8927 0.2629  -0.356
C: 0.8447 2.0607 -0.5344  -0.137
H: 7.5256 -2.0625 2.4955  0.086
H: -3.1554 4.9450 -5.9579  0.078
H: -1.1935 4.6258 4.8966  0.068
H: -1.5861 3.4398 -1.8492  0.095
H: -2.2156 4.1650 1.3598  0.074
O: 9.3854 2.1346 0.3081  0.074
H: -3.3951 5.3089 2.0568  0.080
H: 4.8328 0.3376 4.6256  0.107
C: 4.5090 1.0895 3.9149  -0.096
C: -1.2445 -6.4999 -0.4585  -0.154
H: -5.7690 -5.6378 4.1899  0.133
H: -3.7363 -0.6633 2.4193  0.081
N: -1.6290 4.9560 4.0407  0.037
C: 4.2717 -3.1232 0.7979  -0.428
H: 7.3123 1.0918 -3.8070  0.108
H: -3.5806 0.1260 -3.4347  0.092
C: 7.7849 5.1677 -2.4133  -0.068
H: -7.7139 -3.7408 1.7237  0.070
C: 4.6473 3.3028 2.9426  -0.094
C: 6.9863 1.0174 -2.7777  -0.063
C: 7.1678 5.1495 -1.1440  -0.056
H: -5.8621 3.4143 -1.6548  0.105
H: -1.4310 -4.7462 0.6983  0.108
H: -6.2374 -9.0633 3.5620  0.087
H: -3.2508 3.7603 4.2148  0.140
C: 5.6711 0.6500 -2.5075  -0.065
H: 0.7863 1.9357 -1.6265  0.076
C: -1.5241 -3.2821 -3.5282  -0.053
C: -0.4444 -3.3221 -2.6686  -0.005
H: 2.6010 -4.2837 0.7739  0.021
H: -1.3185 -8.2744 -1.7210  0.125
H: -1.6539 2.4174 -5.1750  0.109
C: -1.2773 4.5612 -4.8471  -0.420

Cartesian forces, eV/Å:
H 0.3 0.8 0.0
H -0.2 0.7 0.4
H 0.2 0.1 -0.1
C 0.8 -0.6 -1.0
H 0.0 0.0 0.1
H 0.3 0.3 -0.2
H 0.0 -0.3 0.3
C 0.1 -0.4 -0.2
H 0.1 0.1 0.0
H 0.2 0.2 0.2
C -0.8 0.3 1.0
C 0.6 -0.7 0.3
O -0.1 -0.4 -0.4
H -0.3 -0.1 0.0
H 0.5 0.1 0.0
H 0.0 0.0 0.0
O 0.0 -0.1 -0.1
H 0.3 0.1 -0.3
C -0.2 1.0 0.4
H 0.0 -0.2 -0.2
C -0.1 1.5 -1.6
H 0.1 0.1 0.1
O 0.0 -0.2 -0.7
C -0.1 0.8 -0.7
H 0.3 0.0 0.0
H 0.0 0.0 0.1
C 0.4 -0.3 0.3
H -0.2 -0.1 0.5
C 0.6 -1.0 -0.9
H -0.2 0.1 -0.3
C 0.1 -0.6 -0.9
H -0.1 -0.5 0.2
H -0.1 -0.1 -0.1
H -0.1 0.1 0.0
H -0.1 -0.3 -0.3
H -0.4 0.4 -0.1
C 0.1 0.0 0.6
C 0.3 -0.7 0.8
O 0.0 -0.5 -0.3
H -0.4 0.0 0.6
H 0.0 0.0 -0.5
O 0.5 -0.9 0.7
C 0.7 -0.4 0.0
O -0.3 -0.3 -0.1
H -0.1 0.3 0.0
H 0.2 0.0 0.1
H 0.0 -0.1 0.1
C 0.5 1.0 -0.5
C -0.1 -0.1 0.7
C -0.2 0.4 -0.1
H 0.2 -0.2 -0.1
H 0.1 0.0 0.0
H -0.1 0.1 0.0
H 0.2 0.1 0.0
H 0.0 0.0 0.4
C 0.4 0.8 -0.1
H -0.2 0.0 0.0
H 0.1 -0.2 -0.2
N 0.2 0.3 -0.4
O 0.4 0.4 -0.5
H -0.1 0.3 -0.1
C 1.2 -0.9 -0.3
H -0.1 -0.3 0.0
H -0.1 0.5 0.0
H 0.2 0.2 0.4
C 1.0 -0.6 1.5
H 0.5 -0.8 0.0
C -0.6 0.4 -0.5
H -0.3 -0.1 0.0
C 0.0 0.6 -0.3
C 0.7 -0.3 0.7
O -0.4 0.0 0.4
H -0.2 0.1 -0.3
H -0.1 0.0 -0.3
C -0.9 -0.1 0.0
H 0.1 -0.1 -0.3
C -1.0 0.3 0.5
C -0.8 0.8 -0.3
C 0.0 1.4 -0.4
N -0.2 0.5 -0.5
C -1.1 -0.6 -1.1
N 0.0 0.4 -0.2
C -0.2 -0.2 -0.4
H 0.6 0.1 0.2
O -0.2 -0.1 0.5
C 1.4 0.8 -0.5
O 0.0 0.0 0.1
H 0.1 0.1 0.1
C -1.2 -0.6 1.0
C -0.3 -0.9 -0.2
C 0.2 -0.1 0.6
N 0.3 -0.5 -0.3
H 0.3 -0.9 0.3
H 0.0 -0.1 0.2
H 0.6 -0.1 0.1
C -0.8 -0.3 0.0
H -0.1 0.0 0.1
C -1.0 0.7 -0.4
H 0.4 0.3 0.2
O 0.3 -0.3 0.2
C 0.4 0.2 0.6
H 0.1 -0.1 0.1
C -0.7 -0.1 0.6
O 0.0 0.2 0.0
H -0.1 -0.2 0.2
H 0.4 -0.1 0.3
H -0.1 -0.1 0.1
C -0.3 0.1 -0.1
C 0.0 -0.5 -0.1
H 0.0 0.1 0.0
H -0.6 0.2 0.2
N 0.7 -0.6 0.3
C 0.3 1.1 -1.3
C -1.6 -0.8 0.3
C 0.5 -0.5 0.5
C -0.4 0.1 0.4
C -1.4 0.6 -0.8
H -0.1 -0.2 -0.1
N -0.1 -0.3 0.9
H 0.2 -0.2 0.1
H -0.2 0.3 0.0
H 0.1 -0.1 -0.2
N 0.9 0.6 -0.5
H 0.2 -0.6 0.3
H -0.2 0.0 0.0
H -0.4 0.5 -0.3
C -0.5 -0.5 0.3
H 0.4 0.0 -0.6
H 0.0 0.2 0.0
H -0.2 0.1 0.0
N -0.5 0.3 0.7
C -0.4 -0.7 -0.6
H 0.5 -0.2 -0.4
C 0.7 0.2 -0.6
C -0.3 -0.9 0.6
H -0.1 -0.3 0.1
H 0.1 -0.1 0.2
H 0.0 0.2 0.1
O 0.2 0.1 -0.4
H 0.3 -0.1 0.1
C -0.3 -0.7 0.2
C -0.1 -0.9 0.7
C -1.1 0.9 1.3
O 0.3 -0.3 0.2
N 0.1 -0.2 0.0
C 0.5 1.3 -0.5
H -0.3 0.0 0.0
H 0.6 0.1 -0.3
H -0.2 -0.1 0.1
H -0.3 0.5 0.3
H 0.1 0.3 0.0
O 0.3 0.0 0.1
H 0.2 0.1 0.2
H 0.5 0.0 -0.2
C -0.6 -0.3 0.5
C -0.4 0.7 -0.5
H -0.1 0.7 -0.1
H -0.2 -0.3 0.1
N 0.4 0.2 -0.4
C -1.3 -0.8 -0.1
H 0.2 -0.3 0.0
H -0.6 -0.1 0.0
C 0.2 0.0 1.0
H 0.1 0.0 -0.1
C 0.4 -0.7 0.7
C -0.2 0.8 0.1
C 1.1 -0.1 -0.4
H -0.3 -0.4 -0.2
H 0.1 0.4 -0.3
H -0.1 0.0 -0.2
H -0.2 -0.2 -0.3
C 0.4 0.5 -0.2
H -0.5 -0.7 0.1
C 0.0 0.0 0.2
C 0.0 -0.5 -0.2
H -0.1 0.1 0.1
H 0.3 0.1 0.2
H 0.0 0.0 0.1
C 1.0 1.1 -1.1